No. 1
Formula: C29H41F5P2Sn
Source: the OMol25 dataset
Level of theory: wB97M-V/def2-TZVPD

Structure (XYZ):
```
78
Properties=species:S:1:pos:R:3:forces:R:3
Sn -0.857641 -1.491189 -0.590072 -0.014 0.915 2.203
C 3.152903 1.544571 2.075097 0.339 -0.264 0.279
C 3.123285 2.134548 0.780693 0.054 0.202 -0.268
C 1.750471 3.358145 2.165912 -0.077 0.063 -0.047
C 2.305725 2.303363 2.924111 -0.132 -0.125 0.295
C 2.256812 3.261703 0.836506 -0.034 0.203 0.185
C 3.984180 0.386061 2.470577 -0.036 -0.404 0.058
H 4.175717 -0.274047 1.614267 -0.012 0.177 0.255
H 3.495897 -0.204109 3.257980 0.165 0.156 -0.188
H 4.964908 0.705815 2.863080 -0.270 0.006 -0.109
C 2.036059 2.061691 4.356900 0.213 -0.238 0.152
H 2.668305 1.255343 4.738106 -0.162 0.176 0.035
H 0.985787 1.783138 4.521406 0.117 0.097 -0.080
H 2.228690 2.965057 4.949544 -0.070 -0.117 -0.100
C 0.823886 4.377103 2.695712 -0.134 0.334 -0.145
H 1.237241 4.862257 3.593005 -0.102 -0.172 -0.190
H -0.139577 3.929182 2.985868 0.243 0.020 -0.005
H 0.630600 5.147674 1.945125 -0.035 -0.057 0.216
C 1.974913 4.208351 -0.259235 -0.247 0.168 -0.448
H 2.624658 5.098900 -0.211585 -0.149 -0.246 0.081
H 0.933896 4.561158 -0.219311 0.297 -0.025 0.004
H 2.141665 3.745180 -1.239180 0.036 0.168 0.243
C 3.902578 1.695875 -0.394801 -0.028 -0.270 -0.250
H 4.897623 2.166264 -0.414610 -0.188 -0.075 0.026
H 3.392956 1.959481 -1.328325 0.173 -0.017 0.148
H 4.051736 0.609630 -0.378396 0.052 0.238 -0.035
C -1.209731 -3.504818 -0.976944 0.333 -0.599 1.260
C 0.171307 -4.211848 -0.950560 0.512 -1.375 0.489
C 1.240939 -3.780596 -1.999449 0.351 -0.049 -0.604
C 0.743955 -2.817796 -3.124582 0.115 -0.733 1.045
C 0.104114 -1.537970 -2.611465 -0.093 1.424 -1.588
C -1.320310 -1.289846 -2.757172 -0.100 0.454 -1.755
C -2.309278 -2.418130 -3.045234 -0.597 -0.519 0.181
C -2.074388 -3.747351 -2.230181 -0.430 0.223 -0.368
H 1.707694 -4.660188 -2.487498 -0.553 0.314 0.221
H 0.019802 -3.359635 -3.759903 0.363 0.422 0.230
H 2.104931 -3.325023 -1.485783 -0.494 0.091 -0.477
H -1.669789 -4.532677 -2.902185 0.112 0.424 0.604
H -1.758009 -3.587692 -0.018484 0.040 -1.433 -0.636
H -0.046244 -5.296793 -1.137995 0.196 0.749 0.199
H -3.073586 -4.130791 -1.930371 0.633 0.256 -0.107
H -3.337941 -2.110217 -2.778560 0.566 0.349 -0.130
H -1.635232 -0.315029 -3.168531 0.368 -0.610 0.356
H -2.376160 -2.607821 -4.131066 0.288 -0.051 0.260
H 1.623540 -2.525193 -3.738628 -0.616 -0.057 0.327
H 0.811708 -0.697934 -2.514481 -0.630 -0.123 -0.612
P 1.271418 -4.295621 0.691871 -1.384 1.313 -1.129
C -0.009942 -4.003913 1.980992 0.015 -0.515 0.595
C 2.034156 -2.560280 0.809121 0.519 -0.223 0.400
P -2.028860 3.172928 -1.945789 1.215 -1.746 0.017
C -1.859601 1.495267 -1.342396 0.058 -0.979 -1.087
C -0.374593 3.088292 -2.862361 -0.261 1.104 -0.264
C -3.325030 2.552985 -3.136693 -0.362 -0.148 -0.017
H -0.789289 -3.222487 1.822300 0.579 -0.497 -0.077
H 0.560317 -3.729086 2.889300 -0.445 -0.230 -0.236
H -0.481580 -4.994046 2.145987 -0.017 0.692 0.166
H 2.569425 -2.188619 -0.079150 -0.256 -0.247 0.294
H 2.813658 -2.754281 1.568347 -0.192 0.305 -0.149
H 1.389005 -1.751206 1.192775 0.075 -0.385 -0.106
H -2.985888 1.665603 -3.699194 -0.183 0.562 0.150
H -3.635487 3.362355 -3.810894 0.115 -0.234 0.205
H -4.163017 2.269399 -2.480474 0.081 0.155 -0.438
H -2.696011 0.794874 -1.121692 0.568 0.933 0.292
H -0.943550 0.959814 -1.684940 -0.538 0.619 0.945
H -0.139254 4.146667 -3.073258 0.217 -0.522 -0.162
H -0.415060 2.536489 -3.818196 -0.167 0.197 0.461
H 0.438714 2.681577 -2.235798 -0.599 0.144 -0.089
F -0.632065 0.436240 2.196393 -0.617 0.222 -0.448
C -1.950421 0.215264 1.914610 0.517 -0.110 0.175
C -2.306641 -0.610467 0.843985 0.026 -0.192 0.158
C -3.636290 -1.007651 0.844007 -0.628 -0.876 -0.186
F -4.023784 -1.999236 -0.022472 0.223 1.088 0.496
C -4.596625 -0.540524 1.754570 -0.704 -0.289 -0.120
F -5.872341 -0.985817 1.704287 1.262 0.464 -0.042
C -4.221904 0.381693 2.734977 -0.284 0.318 0.181
F -5.125447 0.909158 3.586542 1.058 -0.717 -0.929
C -2.870010 0.735149 2.820111 -0.004 0.327 0.546
F -2.454600 1.545685 3.823824 -0.253 -0.604 -0.811
```
Positions in Å, forces in eV/Å.

Computed properties:
2S+1: 1
E_HOMO (spin up / spin down): -12.40 / -12.40 eV
energy above the lowest of the compared OMol25 structures with the same formula, charge and spin: 0.0 kcal/mol
Kohn-Sham gap (spin up / spin down): 0.153 / 0.153 hartree
electronic energy: -68709.568 eV
charge: +2

Löwdin population analysis, charges in e, atoms 1 to 6:
1. Sn 1.353
2. C -0.115
3. C -0.127
4. C -0.115
5. C -0.119
6. C -0.117

No. 2
Formula: C40H62F3N12O24PS3
Source: the OMol25 dataset
Level of theory: wB97M-V/def2-TZVPD

Structure (XYZ):
```
145
Properties=species:S:1:pos:R:3:forces:R:3
C -3.945467 -5.622872 1.856382 -0.031 -0.095 -0.093
C -3.090033 -4.931728 1.385188 -0.221 0.428 0.217
C -2.129153 -3.952737 0.886024 0.397 0.082 -0.100
C -2.436233 -3.484492 -0.545733 0.589 -0.474 0.073
C -3.642183 -2.523371 -0.604022 -0.835 0.134 0.188
C -5.001218 -3.159853 -0.344143 0.224 0.008 0.346
O -5.621727 -3.776199 -1.158623 0.079 -0.222 0.042
O -5.472594 -2.999387 0.930014 -0.397 0.258 -0.472
N -2.626848 -4.694797 -1.367764 -1.604 0.486 -1.228
C -2.698449 -4.193324 -2.689578 0.877 0.549 0.758
O -3.561430 -4.398143 -3.497741 0.038 -0.382 -0.237
C -1.457674 -3.321477 -2.809348 0.229 0.263 -1.119
C -1.445681 -2.281679 -3.957279 -0.608 -0.143 0.286
C -2.777752 -1.554028 -4.261814 0.189 0.651 -0.777
C -2.780502 -0.084123 -3.969891 0.106 -0.068 -0.234
F -3.965914 0.421429 -3.543146 0.277 -0.131 0.737
C -1.750377 0.746704 -4.034551 -0.590 -0.176 0.146
F -0.702912 0.540231 -4.824154 0.388 -0.085 0.570
F -1.619371 1.825993 -3.276108 -0.040 0.372 -0.673
P -0.180673 -4.635469 -3.356972 0.291 -1.257 0.965
C -0.908523 -5.305591 -4.892108 -0.031 0.581 -0.579
O 1.103689 -3.749394 -3.948307 -0.375 0.074 -0.129
C -1.231760 -2.822554 -1.320838 0.907 0.249 -0.313
S -1.299926 -0.991547 -1.139882 -0.395 0.124 0.089
C 0.184096 -3.223198 -0.839509 -0.629 -0.001 0.712
C 0.660953 -2.660108 0.516490 0.460 -0.389 0.063
C 1.757522 -1.603147 0.416732 -0.387 0.238 0.129
S 2.883578 -1.565090 1.846877 0.111 -0.103 -0.051
C 1.828602 -0.994948 3.204764 0.210 -0.126 -0.525
S 1.226085 -2.082500 4.232207 0.133 0.133 0.150
N 1.711796 0.425706 3.283972 -0.731 -0.409 0.574
C 2.056611 0.952895 4.590424 0.149 0.252 0.460
C 3.305441 1.504207 4.788284 0.135 -0.220 -0.232
C 3.641114 2.041621 6.021312 0.400 0.318 0.241
C 2.752617 2.032148 7.075611 -0.704 -0.118 -0.114
C 1.491924 1.469814 6.879730 0.050 0.070 -0.096
C 1.152038 0.953800 5.648820 -0.359 -0.323 -0.417
C 0.469697 0.974414 2.807833 0.116 0.295 -0.373
C -0.669979 0.244398 2.514043 0.131 -0.205 -0.003
C -1.818694 0.900506 2.094258 -0.474 0.037 -0.170
C -1.859572 2.268591 1.941100 0.266 0.299 -0.047
C -0.706808 3.003967 2.208639 -0.133 -0.153 0.092
C 0.428197 2.359819 2.646011 0.375 0.248 0.043
H -4.738009 -6.201141 2.263594 0.035 -0.112 0.006
H -2.077580 -3.086841 1.549239 -0.174 -0.050 0.125
H -1.141625 -4.412889 0.909351 0.010 -0.058 -0.085
H -3.532297 -1.719173 0.124789 0.332 -0.014 0.030
H -3.721999 -2.043805 -1.579144 0.120 -0.147 -0.133
H -5.468854 -2.054141 1.143039 0.095 -0.118 0.331
H -3.521886 -5.163625 -1.222758 0.190 -0.121 0.566
H -1.162169 -2.790051 -4.875922 0.024 -0.013 0.018
H -0.640545 -1.577968 -3.765992 0.003 0.042 0.025
H -2.986344 -1.674273 -5.328703 -0.172 -0.208 0.038
H -3.638291 -1.974846 -3.747965 0.019 -0.073 0.066
H -0.656648 -4.668456 -5.745404 -0.017 0.003 0.002
H -0.487556 -6.287633 -5.094395 0.113 -0.050 0.187
H -1.992119 -5.395380 -4.857711 -0.009 -0.016 0.133
H 1.870103 -4.115541 -3.492087 0.084 0.188 -0.077
H -0.087325 -0.713393 -1.642203 0.014 -0.167 -0.002
H 0.877468 -2.905243 -1.618047 0.063 -0.091 -0.048
H 0.217805 -4.308431 -0.757757 0.106 -0.060 -0.291
H 1.089440 -3.499128 1.070636 -0.026 0.010 0.048
H -0.152952 -2.300116 1.132834 -0.118 0.186 -0.046
H 2.403887 -1.819951 -0.434309 0.173 0.075 0.057
H 1.349045 -0.601533 0.286246 0.003 0.028 -0.125
H 4.005924 1.530511 3.967821 0.036 -0.030 -0.023
H 4.614314 2.495139 6.158731 0.058 -0.046 -0.048
H 2.975059 2.447070 8.045994 0.299 0.038 -0.035
H 0.761252 1.418925 7.674535 0.070 0.100 0.125
H 0.172973 0.523739 5.479995 -0.061 0.039 0.088
H -0.682445 -0.828560 2.610406 -0.010 -0.106 0.091
H -2.724863 0.346378 1.883698 0.079 -0.210 0.017
H -2.756787 2.771302 1.609061 -0.090 -0.066 0.008
H -0.685685 4.078332 2.091582 -0.058 0.046 -0.015
H 1.313753 2.938362 2.872105 0.063 -0.044 -0.018
C -8.465024 -1.834325 -0.520058 -0.108 -0.094 -0.118
N -8.717883 -0.958126 0.653155 0.094 0.064 -0.032
O -9.762351 -0.346414 0.702824 -0.074 0.002 -0.003
O -7.841623 -0.902797 1.492916 0.080 0.035 0.039
H -9.320472 -1.787782 -1.182982 -0.035 0.074 0.052
H -7.568136 -1.462654 -1.006065 0.046 -0.060 0.026
H -8.307712 -2.842054 -0.147140 0.151 0.022 0.005
C -9.050364 2.857030 1.661651 -0.166 -0.126 0.263
N -9.151805 3.766973 2.833664 -0.045 -0.023 -0.017
O -10.125278 4.488654 2.916559 0.022 -0.002 0.011
O -8.242003 3.732149 3.637606 0.008 0.016 -0.005
H -9.923257 3.001380 1.037140 -0.003 0.056 0.014
H -8.144631 3.103375 1.124081 -0.113 -0.044 0.306
H -9.005463 1.839473 2.040797 0.047 0.012 0.026
C -5.756569 3.466332 -2.023963 0.175 -0.078 -0.017
N -6.695061 2.822334 -1.065536 -0.044 0.005 -0.028
O -6.397766 1.733763 -0.619850 -0.032 -0.043 -0.009
O -7.710778 3.430919 -0.786857 0.328 0.031 -0.581
H -4.910170 2.804941 -2.168780 -0.023 -0.045 0.018
H -6.300125 3.623566 -2.950477 -0.042 0.069 0.032
H -5.451333 4.413927 -1.590528 -0.082 0.041 -0.023
C 2.446513 2.222835 -4.538129 -0.226 -0.004 0.044
N 3.243056 1.282546 -3.701575 -0.095 0.036 -0.041
O 2.655619 0.613978 -2.878269 0.028 -0.026 -0.003
O 4.439908 1.248126 -3.906139 0.057 -0.066 -0.010
H 1.407661 2.137607 -4.242808 0.004 -0.025 0.017
H 2.827773 3.223596 -4.359558 0.091 -0.025 -0.046
H 2.586870 1.934940 -5.576411 0.100 0.032 0.001
C 5.582828 4.579559 1.960349 0.120 0.155 -0.054
N 4.101680 4.487872 2.067727 -0.006 0.027 -0.042
O 3.438555 5.322652 1.486043 -0.007 0.007 0.037
O 3.657743 3.580629 2.738025 0.046 0.127 -0.117
H 5.830692 5.431217 1.337812 -0.057 0.002 -0.021
H 5.976091 4.699937 2.966075 0.014 -0.143 0.014
H 5.940184 3.656021 1.515528 -0.021 -0.059 0.098
C 5.601690 -0.555160 -6.776239 0.117 -0.087 0.098
N 5.558674 0.319457 -7.977760 -0.021 -0.052 -0.012
O 6.481661 0.267186 -8.760401 -0.011 0.052 0.013
O 4.586037 1.042075 -8.093546 0.011 0.038 0.032
H 6.514319 -1.137967 -6.802408 0.021 0.035 -0.078
H 5.570910 0.094521 -5.905279 -0.103 -0.012 0.008
H 4.724667 -1.194563 -6.811247 -0.054 0.066 0.034
C 5.841346 7.960626 4.092400 -0.132 0.052 0.088
N 6.589395 6.837357 4.725202 -0.056 0.109 0.017
O 6.078564 6.286545 5.675561 0.041 -0.067 -0.029
O 7.663986 6.550279 4.236019 -0.047 -0.045 -0.032
H 4.911488 8.096486 4.631299 0.010 -0.039 0.026
H 6.468662 8.844282 4.156089 0.051 -0.028 -0.079
H 5.659935 7.690427 3.056258 0.078 0.030 -0.023
C 3.432652 -5.785809 1.906051 0.125 0.041 -0.050
N 2.122249 -5.975144 1.227366 -0.006 0.034 0.020
O 2.071434 -5.805834 0.024673 0.034 0.025 -0.013
O 1.179514 -6.273917 1.927691 -0.025 0.024 -0.014
H 4.169047 -5.517716 1.158279 -0.035 0.005 -0.032
H 3.302902 -4.990984 2.635953 -0.046 -0.018 0.027
H 3.683819 -6.723453 2.392532 -0.059 0.013 0.063
C 6.121875 3.979205 -9.110895 -0.155 0.035 -0.026
N 6.894495 5.077400 -8.467476 -0.034 0.012 -0.015
O 6.292445 6.081333 -8.145729 0.018 -0.009 0.011
O 8.081676 4.889992 -8.305750 -0.001 0.004 0.007
H 5.086167 4.286694 -9.185741 0.010 0.040 0.026
H 6.554109 3.806647 -10.091419 0.078 -0.064 0.043
H 6.223720 3.097961 -8.487462 0.079 -0.037 -0.059
C 3.532978 -2.194836 9.378142 -0.146 -0.051 0.049
N 3.676084 -0.802760 8.869522 -0.056 -0.019 -0.028
O 2.809852 -0.004175 9.158032 0.091 -0.111 0.220
O 4.656377 -0.565985 8.196558 0.029 0.018 0.045
H 2.618860 -2.255191 9.956250 -0.009 0.045 -0.011
H 3.499595 -2.853199 8.515404 0.082 0.003 -0.008
H 4.403898 -2.406083 9.990774 0.048 -0.015 -0.070
```
Positions in Å, forces in eV/Å.

Computed properties:
2S+1: 1
E_HOMO: -8.20 eV
Kohn-Sham gap: 0.271 hartree
electronic energy: -159422.512 eV
charge: 0

Löwdin population analysis, charges in e, atoms 1 to 6:
1. C 0.140
2. C -0.116
3. C -0.107
4. C -0.389
5. C -0.065
6. C -0.494